No. 1
A structure of composition C31H28FN6OPt. Source: the Open Molecules 2025 dataset; level of theory: ωB97M-V with the def2-TZVPD basis set.

Output
HOMO: -4.297 eV
LUMO level: 2.1940 eV
HOMO-LUMO gap: 6.49 eV
total charge: -1
E_tot: -1821.1633 hartree

Each line ends with the natural charge from an NBO analysis.
Element x y z (Å)
Pt (1.43949, -0.24888, -0.36174)  0.906
O (3.43162, 0.08370, -0.22173)  -0.707
C (3.88109, 1.18221, 0.30760)  0.405
C (5.04730, 1.15311, 1.10425)  -0.279
C (5.54537, 2.29590, 1.68358)  -0.179
C (4.91551, 3.53102, 1.50044)  -0.306
C (3.79250, 3.58728, 0.70383)  -0.116
C (3.27786, 2.44155, 0.08840)  -0.252
C (2.16180, 2.54001, -0.83699)  0.416
N (1.32450, 1.58718, -1.24911)  -0.491
C (0.42792, 2.18103, -2.11051)  -0.059
C (0.72705, 3.49373, -2.23917)  -0.102
N (1.82253, 3.70384, -1.43526)  -0.512
H (5.51396, 0.18927, 1.26012)  0.223
H (6.42797, 2.23339, 2.30921)  0.205
H (5.29151, 4.42193, 1.98469)  0.204
H (3.28785, 4.54044, 0.58123)  0.180
H (-0.37615, 1.63500, -2.56030)  0.240
H (0.26622, 4.27553, -2.81396)  0.220
H (2.33181, 4.56102, -1.32652)  0.421
C (-1.10101, -0.94989, -3.40746)  -0.603
C (-2.43834, -0.55676, -2.77283)  -0.234
C (-3.30306, -1.80080, -2.53212)  -0.602
C (-2.38190, 0.42061, -1.58945)  -0.078
C (-3.27287, 1.48670, -1.68772)  -0.171
C (-3.36630, 2.45627, -0.70472)  -0.258
C (-2.56896, 2.34133, 0.41469)  -0.209
C (-1.65648, 1.29692, 0.57651)  -0.058
C (-0.88181, 1.32822, 1.89683)  -0.222
C (-0.73364, -0.01842, 2.60284)  -0.614
C (0.46488, 2.05058, 1.81248)  -0.591
C (-1.53116, 0.33736, -0.45145)  0.258
N (-0.56908, -0.69943, -0.38559)  -0.723
C (-1.07525, -1.97613, -0.24173)  0.108
C (-2.30923, -2.22328, 0.38697)  -0.230
C (-2.84030, -3.49577, 0.52111)  -0.233
C (-2.15913, -4.60359, 0.04535)  -0.251
C (-0.94644, -4.40058, -0.59982)  -0.256
C (-0.45008, -3.12752, -0.75290)  0.330
F (0.69669, -3.00080, -1.47009)  -0.340
H (-1.29782, -1.51058, -4.32531)  0.198
H (-0.50482, -1.57507, -2.75025)  0.236
H (-0.50214, -0.08033, -3.67878)  0.194
H (-2.97908, 0.01043, -3.53745)  0.188
H (-2.80517, -2.54995, -1.92222)  0.230
H (-3.53809, -2.25866, -3.49690)  0.194
H (-4.24294, -1.53834, -2.04187)  0.203
H (-3.90967, 1.55546, -2.56317)  0.189
H (-4.06367, 3.27934, -0.80411)  0.200
H (-2.65059, 3.08132, 1.20387)  0.198
H (-1.50348, 1.95087, 2.54891)  0.189
H (-0.08291, -0.69516, 2.05168)  0.228
H (-1.69826, -0.50993, 2.73041)  0.207
H (-0.29931, 0.13404, 3.59334)  0.211
H (1.18369, 1.48706, 1.21918)  0.204
H (0.88263, 2.16597, 2.81538)  0.206
H (0.35038, 3.04375, 1.36784)  0.189
H (-2.86716, -1.37631, 0.76223)  0.208
H (-3.79284, -3.61651, 1.02316)  0.204
H (-2.54398, -5.60378, 0.18621)  0.211
H (-0.36907, -5.22314, -1.00164)  0.227
N (1.77292, -1.91216, 0.70775)  -0.478
C (1.54100, -2.62033, 1.59455)  0.485
C (1.30663, -3.48972, 2.64686)  -0.598
C (1.38904, -3.00512, 3.97412)  0.321
N (1.45702, -2.60826, 5.05672)  -0.404
C (0.96296, -4.84053, 2.39659)  0.325
N (0.69051, -5.94764, 2.21398)  -0.403


No. 2
A structure of composition C31H28FeO5S2. Source: the Open Molecules 2025 dataset; level of theory: ωB97M-V with the def2-TZVPD basis set.

Output
HOMO (alpha / beta): 1.436 / -1.479 eV
LUMO level (alpha / beta): 4.2451 / 4.1765 eV
HOMO-LUMO gap (alpha / beta): 2.81 / 5.66 eV
total charge: -2
multiplicity: 5
E_tot: -3634.0480 hartree

Each line ends with the Löwdin spin population.
Element x y z (Å)
C (0.69649, 0.52799, 0.01899)  0.011
O (0.59856, -0.83945, -0.41224)  0.250
C (1.27254, -1.82672, 0.12850)  0.534
S (0.83885, -3.49426, -0.34724)  0.124
C (-0.80070, -3.75489, 0.29226)  0.214
C (-0.95902, -4.02459, 1.65695)  0.135
C (-2.25088, -4.23323, 2.14886)  0.047
C (-3.35488, -4.22932, 1.27917)  0.228
C (-3.17446, -3.92039, -0.07383)  0.075
C (-1.89218, -3.69121, -0.58292)  0.114
O (0.75680, -3.55106, -1.78813)  0.029
O (1.66995, -4.39924, 0.41862)  0.018
S (2.54959, -1.65444, 1.40908)  0.068
C (3.90253, -2.77194, 0.97074)  0.014
C (4.15499, -3.88040, 1.77989)  0.006
C (5.19065, -4.75630, 1.45716)  0.001
C (5.92936, -4.56141, 0.28732)  0.005
C (5.68161, -3.44568, -0.52213)  0.000
C (4.67091, -2.53796, -0.17701)  0.008
O (3.14160, -0.32171, 1.39714)  0.026
O (2.02079, -2.18618, 2.65284)  0.038
H (0.53015, 1.11527, -0.89015)  0.002
H (-0.08102, 0.67193, 0.77159)  0.006
H (1.67119, 0.78326, 0.43589)  0.001
H (-0.08461, -4.04216, 2.30442)  0.009
H (-2.38284, -4.41707, 3.21637)  -0.002
H (-4.34907, -4.51199, 1.64588)  0.023
H (-4.03511, -3.84855, -0.75440)  0.002
H (-1.72346, -3.43710, -1.62776)  0.006
H (3.51806, -4.08699, 2.63695)  0.000
H (5.38589, -5.61568, 2.09959)  0.000
H (6.68689, -5.29178, -0.00479)  0.000
H (6.24655, -3.28599, -1.44633)  0.000
H (4.44102, -1.69059, -0.82707)  0.001
C (1.35935, 5.64086, -1.62712)  0.021
C (1.32807, 4.24611, -2.02701)  -0.018
C (-0.00570, 3.95066, -2.52012)  0.034
C (-0.79848, 5.16253, -2.42079)  0.005
C (0.04547, 6.20663, -1.86637)  0.010
Fe (-0.05376, 4.64557, -0.65961)  0.972
C (-0.54204, 5.55197, 1.05905)  0.034
C (0.49300, 4.55170, 1.24973)  0.013
C (-0.02793, 3.29278, 0.74088)  -0.001
C (-1.39942, 3.45790, 0.23308)  0.080
C (-2.16646, 2.57224, -0.64283)  0.414
C (-2.82236, 1.32385, -0.45282)  0.039
C (-3.80052, 0.95401, -1.43266)  0.101
C (-4.60050, -0.15821, -1.28082)  -0.005
C (-4.43382, -0.99748, -0.16141)  0.134
C (-3.45131, -0.68372, 0.79204)  -0.009
C (-2.66410, 0.46168, 0.66660)  0.110
C (-1.68803, 4.90314, 0.42038)  0.013
H (2.24735, 6.18376, -1.31448)  0.008
H (2.18697, 3.58216, -2.09619)  -0.003
H (-0.30885, 3.01492, -2.98499)  0.009
H (-1.81597, 5.28820, -2.78488)  0.002
H (-0.23276, 7.24936, -1.73290)  0.003
H (-0.48218, 6.59589, 1.37097)  0.008
H (1.47733, 4.64089, 1.71867)  0.004
H (0.48444, 2.36059, 0.83593)  -0.001
H (-2.58517, 3.08934, -1.52917)  0.014
H (-3.94364, 1.62930, -2.28331)  0.004
H (-5.35433, -0.40679, -2.02943)  -0.004
H (-5.05385, -1.89455, -0.06344)  0.009
H (-3.28577, -1.35070, 1.64669)  -0.001
H (-1.94452, 0.74007, 1.43594)  0.008
H (-2.62724, 5.40519, 0.18616)  -0.001


No. 3
A structure of composition C31H29AgF5N5O3Te. Source: the Open Molecules 2025 dataset; level of theory: ωB97M-V with the def2-TZVPD basis set.

Output
HOMO: -1.628 eV
LUMO level: 4.3674 eV
HOMO-LUMO gap: 6.00 eV
total charge: -2
E_tot: -2612.6023 hartree

Each line ends with the natural charge from an NBO analysis.
Element x y z (Å)
Ag (0.20536, -1.55724, -0.22175)  0.897
C (-2.49153, -2.21799, -5.55425)  -0.592
C (-2.00807, -1.20231, -4.51583)  -0.428
C (-0.54823, -0.83506, -4.65716)  -0.072
C (-0.17434, 0.02477, -5.68795)  -0.215
C (1.12869, 0.46854, -5.82084)  -0.245
C (2.07964, 0.06033, -4.89467)  -0.202
C (1.75169, -0.79800, -3.85736)  -0.035
C (2.80031, -1.24224, -2.87477)  -0.428
C (3.35630, -2.62886, -3.20902)  -0.593
C (0.42996, -1.27230, -3.74784)  0.228
N (0.11059, -2.10081, -2.66620)  -0.571
C (-0.35183, -3.28409, -2.85538)  0.155
C (-0.73007, -4.15235, -1.79226)  -0.052
C (-1.33610, -5.41916, -1.87123)  -0.295
C (-1.53366, -5.82404, -0.55123)  -0.375
C (-1.02742, -4.77905, 0.24989)  -0.044
N (-0.54397, -3.78273, -0.49024)  -0.538
H (-3.57293, -2.36057, -5.48933)  0.196
H (-2.01563, -3.18773, -5.40453)  0.203
H (-2.25088, -1.88259, -6.56571)  0.192
H (-2.19552, -1.58734, -3.51378)  0.231
H (-2.59915, -0.28782, -4.62243)  0.198
H (-0.93530, 0.36503, -6.38474)  0.188
H (1.39684, 1.15245, -6.61742)  0.193
H (3.09499, 0.43707, -4.95611)  0.199
H (2.36948, -1.26403, -1.87343)  0.246
H (3.60782, -0.50802, -2.85802)  0.208
H (2.55553, -3.37011, -3.22112)  0.210
H (4.09062, -2.93951, -2.46300)  0.202
H (3.83911, -2.63207, -4.19033)  0.183
H (-0.45397, -3.67658, -3.87524)  0.146
H (-1.60596, -5.94707, -2.77633)  0.189
H (-1.98411, -6.74353, -0.20501)  0.188
H (-0.98924, -4.72372, 1.32976)  0.190
C (3.67318, 3.89442, 4.29311)  -0.260
O (2.85546, 4.07773, 5.43815)  -0.512
C (1.51524, 3.86157, 5.26371)  0.274
C (0.92950, 3.59494, 4.02882)  -0.243
C (-0.42969, 3.35139, 3.95505)  -0.211
C (-1.23297, 3.35600, 5.09638)  0.047
C (-0.64538, 3.68308, 6.31166)  -0.223
C (0.71888, 3.92193, 6.40007)  -0.272
N (-2.66199, 3.20855, 5.00866)  -0.216
N (-3.18600, 2.29566, 4.31432)  -0.129
C (-2.44980, 1.20445, 3.83621)  -0.094
C (-1.50772, 0.50892, 4.59633)  -0.164
C (-0.74791, -0.51369, 4.08435)  -0.357
C (-0.78250, -0.87534, 2.70212)  0.447
O (-0.01551, -1.72531, 2.20883)  -0.698
C (-1.80228, -0.16336, 1.89615)  0.041
N (-1.85716, -0.44915, 0.57807)  -0.428
C (-2.74864, 0.14207, -0.17857)  0.021
C (-3.66843, 1.07770, 0.32173)  -0.266
C (-3.60451, 1.42239, 1.64301)  -0.191
C (-2.65382, 0.80178, 2.48503)  0.011
H (4.69818, 4.03694, 4.62889)  0.178
H (3.44350, 4.62735, 3.51503)  0.178
H (3.56214, 2.89359, 3.87169)  0.208
H (1.51298, 3.53594, 3.12052)  0.239
H (-0.86454, 3.12581, 2.99030)  0.233
H (-1.26475, 3.72249, 7.20038)  0.205
H (1.18573, 4.14506, 7.35182)  0.205
H (-1.39432, 0.77558, 5.64066)  0.203
H (-0.04485, -1.04786, 4.71111)  0.204
H (-2.73393, -0.11354, -1.23412)  0.183
H (-4.38551, 1.53996, -0.34576)  0.199
H (-4.25938, 2.17318, 2.06650)  0.220
F (2.99975, 1.57136, 1.89404)  -0.646
Te (2.39307, 1.80794, 0.11284)  3.407
F (4.05331, 1.11274, -0.48313)  -0.646
F (1.00843, 2.90330, 0.78622)  -0.643
F (2.09253, 2.47512, -1.62605)  -0.639
F (3.39724, 3.41492, 0.27065)  -0.637
O (1.43343, 0.32308, -0.04989)  -1.186